Molecular formula: C19H42Br8N3
Method: DFT, wB97M-V/def2-TZVPD

```
72
Properties=species:S:1:pos:R:3
H -2.876 -2.395 -0.288
C -1.141 -1.325 0.730
Br -3.552 -0.490 -3.008
C 0.015 2.839 1.807
H -6.681 -2.715 -2.887
C -0.606 1.676 -3.916
H -2.482 1.705 -0.029
H -1.346 0.994 -3.488
H -0.785 -1.032 -0.346
H -6.010 -0.392 -3.245
C 2.131 1.897 0.831
C 5.685 -0.667 3.688
N 3.016 1.953 -0.242
C 3.625 -3.035 -2.687
H -2.574 0.382 2.583
H 2.232 -3.299 -1.020
H 2.773 0.464 2.160
H 0.840 -1.013 2.676
H 7.183 0.183 2.392
H 4.799 -0.686 3.048
H -3.503 4.082 1.528
H -1.071 4.931 1.536
Br -4.656 -3.975 -3.536
Br 3.042 -0.943 -0.815
H 3.113 2.826 -0.833
H -2.925 -2.659 1.578
H -0.987 2.700 -3.859
N 2.640 1.517 2.226
H -1.217 3.717 0.097
H -5.297 -1.299 -4.604
H 3.932 -4.071 -2.860
H -5.371 -2.421 -1.714
H -4.409 0.818 2.506
C -3.220 1.916 0.873
H -1.134 1.089 -5.921
H -0.853 -3.203 1.997
H -0.411 2.067 2.586
H 3.954 -3.227 -0.566
C -5.304 -1.181 -3.517
C -3.455 0.588 1.841
H 2.044 -1.843 1.417
H 6.171 -1.647 3.657
H 0.384 0.351 -5.349
H 3.558 1.100 -0.535
C -2.696 -1.841 0.754
Br 5.057 -0.470 5.524
C 1.104 -2.015 2.107
H 0.162 -3.275 0.323
H -4.146 -0.265 -0.246
H -0.893 -0.448 1.465
C -2.716 3.218 1.758
Br 0.930 1.572 -2.718
N 0.638 2.167 0.601
H 7.403 0.622 4.106
C 6.664 0.424 3.324
C -5.623 -2.460 -2.778
H 0.223 1.207 0.454
C 3.196 -2.838 -1.252
C -1.247 3.790 1.282
Br 2.140 -2.735 -3.916
C -3.824 -0.653 0.835
Br 5.745 2.109 2.971
H 3.580 1.989 2.376
H -2.746 2.910 2.902
C -0.237 1.251 -5.318
H 4.433 -2.366 -2.995
H -4.812 -1.155 1.276
C -0.180 -2.603 1.220
H -4.261 2.202 0.362
Br 0.751 2.655 -6.245
H 0.766 3.557 2.384
H 1.320 -2.825 2.955
```

Values from the calculation:
Maximum force: 5.00 eV/Å
E_tot: -21505.046326 Ha
Net charge: +1
Kohn-Sham gap: 7.271 eV